Entry 1:
# C22H39Cl3CuN3O3Si

A molecular structure, C22H39Cl3CuN3O3Si (ωB97M-V/def2-TZVPD, the Open Molecules 2025 dataset).

XYZ file:
```
72
Properties=species:S:1:pos:R:3:forces:R:3
C 2.6003 -2.6353 -1.8916 -0.0377 -0.2677 0.1434
C 2.0672 -1.7501 -2.9826 -0.2731 0.0805 -0.9962
H 2.0306 -3.5822 -1.8774 0.2510 0.2813 0.0724
H 2.5112 -2.1647 -0.9074 0.0351 -0.0741 -0.1844
H 3.6604 -2.8920 -2.0660 -0.3353 0.0989 0.0385
C 1.9495 -2.1804 -4.2520 -0.1772 0.8087 0.9007
C 2.3097 -3.5359 -4.7080 0.1980 -0.6118 -0.3678
H 1.5471 -1.5317 -5.0220 0.1488 0.0851 0.1860
H 1.7756 -4.3178 -4.1634 0.0630 -0.0385 0.1090
H 3.3820 -3.7226 -4.6009 -0.0108 -0.1300 0.0106
H 2.0497 -3.6438 -5.7614 0.1065 -0.1380 -0.0320
Cu 2.3171 0.2632 2.4616 -0.3719 -0.4833 0.4023
Cl 2.7343 2.4640 2.8559 0.3155 0.3786 -0.3515
Cl 3.6626 -0.0096 0.7883 0.1569 -0.1148 -0.3950
C -0.6207 2.9652 3.2480 0.3226 -0.2140 0.4196
O -1.4076 2.1734 3.7660 0.2259 0.3252 -0.3676
N -0.9780 3.9336 2.3823 -0.2217 -0.0619 -0.1099
C -2.3065 3.9154 1.7973 0.0413 0.1198 0.0717
C -0.0677 4.9743 1.9329 0.1823 -0.2362 -0.3061
H 0.4775 2.9340 3.4287 -0.5083 0.1227 0.1410
H -3.0092 3.4517 2.4989 0.1756 0.1663 -0.1926
H -2.3126 3.3404 0.8571 -0.0884 0.2266 0.2747
H -2.5729 4.9600 1.5954 -0.2602 -0.2865 -0.0383
H 0.8079 5.0533 2.5956 -0.3959 -0.1195 -0.2168
H -0.6361 5.9168 1.9304 0.3625 -0.1182 0.0292
H 0.2942 4.7695 0.9077 -0.1247 0.1513 0.3727
H -0.2047 -4.7403 3.7936 -0.1764 -0.2281 0.0127
H -0.9704 -3.5164 1.1651 -0.3512 -0.1126 0.0106
C -1.2766 -4.9593 3.6782 0.3341 0.5229 0.0077
C -1.9481 -3.8703 1.5374 0.3423 0.4492 -0.0582
N -1.9311 -3.8537 2.9920 -0.6239 -0.4203 0.4425
H -1.7350 -5.0990 4.6627 0.1672 0.0131 -0.1113
C -2.5756 -2.8912 3.7074 0.0123 0.3874 -0.9405
O -3.2359 -1.9911 3.1984 0.4110 -0.6643 0.7963
H -2.7381 -3.2070 1.1668 0.2410 -0.1149 0.2032
H -2.4000 -2.9962 4.8111 -0.2546 0.0623 -0.5533
H -1.3937 -5.8871 3.1101 -0.0434 0.1609 0.0352
H -2.1252 -4.8859 1.1703 -0.0162 0.0607 0.1148
O 0.7647 -0.4692 -1.4753 -0.5605 0.0622 0.0970
C 1.6658 -0.3387 -2.5740 -0.2111 -0.1811 0.3748
C 0.0082 0.1940 -4.4735 0.1096 0.2286 0.2240
C 1.1346 0.5323 -3.7177 0.4013 -0.0710 0.4398
H -0.4920 -0.7474 -4.2344 0.0116 0.3654 -0.2122
C -0.4550 1.0529 -5.4743 0.0319 -0.4835 0.3358
H 2.5605 0.1256 -2.1404 0.0422 0.1862 -0.2529
C 1.8257 1.7112 -3.9950 -0.2705 0.0963 -0.2458
H -1.3362 0.7507 -6.0384 0.1442 0.2275 0.0358
C 0.2098 2.2474 -5.7359 0.2928 -0.0836 0.1181
C 1.3626 2.5627 -5.0050 -0.0711 -0.1363 0.0170
H 2.7136 1.9462 -3.3901 -0.4372 0.0254 -0.4018
H -0.1625 2.9103 -6.5199 0.1948 -0.1304 0.2594
H 1.9089 3.4732 -5.2253 -0.0757 0.0039 0.0258
Si -0.4742 0.4504 -0.8238 0.1968 0.1913 -0.3255
Cl 1.0071 -1.7523 2.3639 1.0952 -0.3274 0.3475
C -1.9962 0.0864 -1.8740 -0.2445 0.1748 -0.1724
C -0.0051 2.2711 -0.7765 0.1461 0.0950 -0.5946
C -0.8902 -0.0026 0.9198 -0.1273 -0.1274 -0.1750
H -1.9835 0.6188 -2.8339 -0.0343 -0.0406 0.2223
H -2.8884 0.4078 -1.3149 0.1125 -0.1634 -0.1891
H -2.0834 -0.9896 -2.1082 0.0406 0.3509 0.2480
H -0.8447 -1.0959 0.9654 -0.1486 0.3261 0.3038
H -1.8941 0.3180 1.2381 0.1880 0.0133 -0.2874
H -0.1718 0.3968 1.6502 -0.3441 -0.2040 -0.3181
H 0.3810 2.6215 -1.7499 -0.0995 -0.0341 0.3554
H 0.7839 2.4002 -0.0166 -0.2467 0.0395 -0.1829
H -0.8780 2.8927 -0.5251 0.2914 -0.1737 0.0119
C -0.2400 0.7629 6.1995 -0.6959 0.0792 0.7234
C 0.7149 0.5575 5.1351 1.9279 -0.4809 -1.9045
N 1.5107 0.3886 4.3025 -2.1662 0.1995 2.2120
H -1.1075 1.3232 5.8093 0.4742 -0.2563 -0.0164
H 0.2180 1.3387 7.0188 -0.0618 -0.1819 -0.3301
H -0.5985 -0.1966 6.6135 0.2720 0.3443 -0.3161
```
Positions in Å, forces in eV/Å.

net charge: -1
largest force on an atom: 3.1 eV/Å
highest occupied orbital energy (spin up / spin down): -5.66 / -5.66 eV
2S+1: 2
total energy: -4562.435243 hartree
Kohn-Sham gap (spin up / spin down): 8.3872 / 7.8795 eV

Entry 2:
# C22H39F7O13P3S

4 unconnected molecules or ions with the total composition C22H39F7O13P3S (ωB97M-V/def2-TZVPD, the Open Molecules 2025 dataset).

XYZ file:
```
85
Properties=species:S:1:pos:R:3:forces:R:3
C -2.5647 2.9170 -2.5822 0.3649 0.3891 -0.2449
C -2.0443 2.7790 -3.9924 -0.1564 -0.2246 0.0390
C -2.7759 3.4121 -4.9946 -0.0858 0.0912 -0.1475
C -2.4120 3.3492 -6.3261 0.2360 -0.1216 0.0117
C -1.2578 2.6629 -6.6800 -0.0651 -0.1307 -0.0014
C -0.5224 2.0256 -5.7019 0.1744 -0.0818 -0.0839
C -0.9047 2.0533 -4.3596 -0.4137 0.2048 0.1465
C -0.0863 1.3102 -3.3494 -0.0947 0.4801 -0.8984
S -0.4035 -0.5017 -3.2712 0.8500 0.0199 0.7626
C -0.6034 -1.1163 -4.9431 -0.0952 0.1117 -0.4133
C 0.7575 -1.0532 -5.6570 0.3089 0.0263 -0.2909
O 0.8801 -1.4766 -6.7651 -0.2409 0.0563 0.3172
C -1.9647 -0.8239 -2.3230 -0.4168 -0.7270 -0.0574
F -1.7322 -2.0084 -1.7479 0.2025 -0.0661 -0.0338
F -2.0959 0.0782 -1.3600 0.2322 0.4313 -0.2127
C -3.2760 -0.9832 -3.1420 -0.5491 -0.0544 -0.1058
F -3.2714 -2.1939 -3.7178 0.2555 -0.0311 0.0119
F -3.3999 -0.0675 -4.1111 0.3057 0.2811 0.1339
C -4.5232 -0.9045 -2.2146 -0.2724 0.1804 -0.2361
F -4.2758 -1.5903 -1.1050 -0.2602 -0.1492 -0.0053
F -5.5677 -1.4077 -2.8483 0.0811 -0.1491 0.0660
F -4.7995 0.3604 -1.9029 0.1886 0.0284 0.1046
H -3.5703 2.5128 -2.5019 -0.0304 -0.0916 0.0940
H -1.9195 2.4779 -1.8298 -0.0839 -0.1171 0.0970
H -2.6142 3.9828 -2.3616 -0.1334 0.0324 0.1312
H -3.6607 3.9697 -4.7186 -0.0528 0.0213 0.0578
H -3.0028 3.8251 -7.0942 -0.0904 0.1062 0.0416
H -0.9372 2.5992 -7.7087 0.0011 0.0698 -0.0720
H 0.3754 1.5029 -6.0099 0.1143 0.0072 0.0959
H -0.1452 1.7110 -2.3426 -0.1082 -0.3751 0.2168
H 0.9673 1.3387 -3.6323 0.1043 -0.2457 0.1018
H -0.9082 -2.1613 -4.8975 -0.0810 -0.0422 0.2071
H -1.3327 -0.5407 -5.5092 -0.0860 0.0698 0.0427
H 1.6035 -0.5879 -5.1173 0.0183 -0.0740 0.0716
C -4.4346 -0.9032 1.8998 0.1919 -0.1708 -0.0857
O -3.6059 -0.7040 3.0602 -1.5580 1.6949 -1.0185
P -2.7438 0.6653 3.1173 3.5700 -0.6707 2.9477
O -1.4572 0.3981 2.4375 -0.4234 0.0173 -0.8386
O -2.6727 0.7383 4.7024 0.2589 0.0657 -0.0071
C -2.0039 -0.2994 5.4244 -0.1049 -0.0403 0.1208
O -3.0674 2.2311 3.0080 -2.0490 -0.9295 -1.1060
C -3.6948 2.7115 1.8050 0.1337 0.1101 -0.0807
H -4.9343 -1.8626 1.9952 0.0670 -0.0234 0.1015
H -5.1913 -0.1211 1.8172 -0.0293 -0.0543 0.0345
H -3.8070 -0.9093 1.0106 -0.0190 -0.0037 -0.0104
H -1.1737 -0.7056 4.8467 -0.2907 0.2672 0.0214
H -2.7075 -1.0908 5.6797 -0.0065 -0.0408 -0.0708
H -1.6224 0.1410 6.3416 0.0135 0.0493 -0.0176
H -4.6620 2.2332 1.6447 -0.0019 0.0512 0.0137
H -3.0461 2.5353 0.9435 -0.0003 -0.0058 0.0124
H -3.8515 3.7789 1.9252 0.0471 0.0006 0.0647
C 4.3114 1.6097 1.9874 0.2025 -0.1656 0.1795
O 4.7663 1.1787 0.6819 -2.5735 0.6730 0.8335
P 3.9115 0.0699 -0.1223 3.4308 -1.8361 -3.5083
O 4.4268 -1.2522 0.2690 -0.6340 0.1927 0.5634
O 4.4016 0.5913 -1.5585 0.0178 -0.2888 -0.2387
C 5.8001 0.5461 -1.8670 0.0700 0.1303 -0.0127
O 2.4223 -0.1353 -0.7255 -0.6380 1.6729 1.8204
C 1.3093 -0.1915 0.1878 0.0948 -0.0471 0.0984
H 5.0239 2.3407 2.3549 0.0640 -0.0268 -0.0615
H 3.3303 2.0796 1.9202 0.0122 0.0300 -0.0158
H 4.2758 0.7640 2.6765 0.0248 0.0028 -0.0097
H 6.2837 -0.2980 -1.3764 -0.0226 -0.0007 0.0290
H 6.2784 1.4779 -1.5692 0.0103 -0.0139 0.0785
H 5.8892 0.4342 -2.9447 -0.0445 -0.0276 -0.0059
H 1.2211 0.7322 0.7593 -0.1190 -0.0329 0.0245
H 1.3927 -1.0399 0.8677 0.0186 -0.0215 -0.0376
H 0.4192 -0.3121 -0.4195 -0.1403 -0.0524 0.0256
C 0.9182 -2.2907 4.3652 -0.0770 -0.2879 0.1359
O 1.8708 -2.3869 5.4366 0.3705 0.9127 -2.3069
P 3.3415 -3.0011 5.1133 1.9624 -1.6244 3.9463
O 3.2639 -4.4559 5.3196 -0.5099 0.0015 -0.7331
O 4.0819 -2.1920 6.2758 0.1032 -0.1157 0.0753
C 3.7164 -2.4445 7.6329 -0.0236 0.0711 0.0853
O 4.5083 -2.6733 4.0717 -1.9000 1.1599 -1.1922
C 4.1997 -2.7735 2.6588 0.0701 -0.3953 0.2154
H 0.0044 -1.8732 4.7779 0.2988 -0.2531 -0.0095
H 1.2784 -1.6281 3.5757 -0.0461 0.0457 0.0254
H 0.7072 -3.2795 3.9523 -0.0006 0.0023 -0.0102
H 3.4158 -3.4828 7.7732 -0.0130 -0.0037 -0.0336
H 2.9098 -1.7761 7.9345 -0.0584 -0.0366 -0.0292
H 4.5905 -2.2386 8.2457 0.0328 -0.0079 -0.0361
H 3.3953 -2.0906 2.3933 0.0493 0.0326 -0.0457
H 3.9155 -3.7977 2.4095 -0.0125 0.0059 0.0336
H 5.0834 -2.4984 2.1023 0.0595 0.0616 0.0881
```
Positions in Å, forces in eV/Å.

net charge: +1
largest force on an atom: 5.2 eV/Å
highest occupied orbital energy: -11.22 eV
total energy: -3960.974835 hartree
Kohn-Sham gap: 7.8338 eV